No. 1
Formula: C20H18KN7S2
Source: the Open Molecules 2025 dataset
Level of theory: ωB97M-V/def2-TZVPD

Cartesian coordinates (Å):
1 K -0.60610 -1.65456 -1.36776
2 C -3.18126 0.94741 -0.21406
3 C -2.71823 0.80150 1.08304
4 C -1.47244 1.29865 1.43921
5 C -0.68584 1.93872 0.49568
6 C -1.14800 2.09285 -0.80429
7 C -2.39622 1.59954 -1.15857
8 H -4.15221 0.55587 -0.49348
9 H -3.31114 0.26734 1.81502
10 H -1.09683 1.14007 2.43894
11 H 0.30050 2.29204 0.76702
12 H -0.53912 2.60142 -1.54364
13 H -2.76412 1.72544 -2.17008
14 S 1.86951 -0.74477 0.21601
15 C 1.89770 -2.15280 1.22277
16 C 3.10473 -2.84170 1.37502
17 C 3.25777 -3.94226 2.21784
18 C 4.52544 -4.56378 2.35293
19 N 5.56748 -5.04859 2.45796
20 C 2.13637 -4.39887 2.94036
21 C 0.91828 -3.74661 2.77508
22 C 0.74407 -2.64200 1.92543
23 S -0.81357 -1.92845 1.79188
24 C 2.21719 -5.50887 3.82322
25 N 2.24895 -6.40943 4.54304
26 H 3.96051 -2.49018 0.81444
27 H 0.05976 -4.10417 3.32678
28 C 6.10718 0.49311 -3.37712
29 C 5.10225 -0.66171 -3.41835
30 C 4.88911 -1.17150 -4.84785
31 C 3.77903 -0.33308 -2.70786
32 N 3.10120 0.89890 -3.11501
33 C 2.21830 1.61246 -2.39087
34 N 1.79003 2.61372 -3.12606
35 N 2.42184 2.50447 -4.30678
36 N 3.20109 1.48425 -4.31610
37 H 7.07798 0.15896 -3.75064
38 H 6.24387 0.85773 -2.35625
39 H 5.77050 1.31508 -4.00440
40 H 5.51895 -1.48288 -2.82852
41 H 4.40834 -0.40740 -5.45352
42 H 4.26047 -2.06355 -4.84219
43 H 5.84600 -1.42901 -5.30916
44 H 3.93654 -0.25114 -1.63480
45 H 3.07674 -1.15681 -2.84114
46 H 1.92862 1.37746 -1.37750
47 N -1.67975 -2.53069 -3.37057
48 C -0.66777 -3.10480 -3.44363

Computed properties:
Highest occupied orbital energy in eV: -1.36
E_LUMO in eV: 4.36
Total energy in Ha: -2552.6014
Energy relative to the best compared isomer or geometry (same formula, charge and spin) in kcal per mole: 8.0
Total charge: -2
M in g/mol: 459.64
Frontier orbital gap in eV: 5.72

***

No. 2
Formula: C20H18N2O6S
Source: the Open Molecules 2025 dataset
Level of theory: ωB97M-V/def2-TZVPD

Cartesian coordinates (Å):
1 O 1.21959 0.92492 0.21412
2 C 1.53016 0.90726 1.40277
3 N 1.54669 2.04585 2.13223
4 C 1.13334 3.32279 1.58235
5 C -0.05211 3.86826 2.30598
6 C -0.15626 4.81843 3.28063
7 C -1.52956 4.89057 3.61890
8 C -2.15327 3.97521 2.83011
9 O -1.26998 3.35274 2.03562
10 C 1.91045 -0.33124 2.12517
11 C 2.70317 -0.30262 3.27374
12 C 3.05168 -1.46304 3.93306
13 C 2.60202 -2.68780 3.45662
14 C 1.82969 -2.74814 2.31757
15 C 1.49082 -1.58262 1.62813
16 N 0.71450 -1.66561 0.49435
17 S 0.72385 -3.03661 -0.49156
18 O -0.16208 -4.00968 0.07323
19 O 2.07802 -3.43765 -0.74058
20 C 0.00730 -2.31499 -1.95410
21 C 0.83736 -1.78104 -2.92222
22 C 0.27550 -1.19937 -4.04155
23 C -1.10816 -1.13974 -4.18166
24 C -1.93896 -1.64677 -3.17013
25 C -1.36567 -2.24905 -2.05728
26 O -3.30058 -1.55954 -3.24002
27 C -3.75655 -0.64798 -4.21715
28 C -2.98868 -0.85176 -5.52127
29 O -1.61561 -0.58751 -5.32209
30 H 1.69487 2.00037 3.12708
31 H 0.88836 3.13464 0.53290
32 H 1.95907 4.03855 1.64724
33 H 0.64061 5.39971 3.69761
34 H -1.98166 5.53325 4.34569
35 H -3.18151 3.68564 2.74309
36 H 3.09027 0.63778 3.63996
37 H 3.67500 -1.41676 4.81294
38 H 2.86747 -3.59770 3.97309
39 H 1.48410 -3.68964 1.92344
40 H 0.68420 -0.77815 -0.00965
41 H 1.90471 -1.84862 -2.79283
42 H 0.88422 -0.78681 -4.82961
43 H -1.98826 -2.66650 -1.28398
44 H -3.60719 0.38184 -3.86588
45 H -4.82192 -0.84161 -4.34729
46 H -3.12269 -1.88683 -5.86254
47 H -3.32631 -0.16240 -6.29621

Computed properties:
Highest occupied orbital energy in eV: -8.41
E_LUMO in eV: 0.63
Total energy in Ha: -1732.0582
Energy relative to the best compared isomer or geometry (same formula, charge and spin) in kcal per mole: 33.4
Total charge: 0
M in g/mol: 414.44
SMILES: O=C(NCc1ccco1)c1ccccc1NS(=O)(=O)c1ccc2c(c1)OCCO2
Frontier orbital gap in eV: 9.03

***

No. 3
Formula: C20H18N4O3
Source: the Open Molecules 2025 dataset
Level of theory: ωB97M-V/def2-TZVPD

Cartesian coordinates (Å):
1 N -4.28759 1.67425 -2.85111
2 C -3.83447 1.32224 -1.86356
3 C -3.28205 0.86918 -0.60748
4 C -3.09049 -0.66420 -0.71675
5 O -3.81571 -1.41189 -0.12269
6 C -2.07006 -1.09556 -1.74162
7 C -1.48390 -2.45517 -1.37898
8 N -0.45231 -2.35320 -0.36199
9 C 0.63382 -3.21128 -0.36871
10 O 0.81940 -4.05465 -1.20299
11 C 1.50598 -2.88698 0.82842
12 C 2.93496 -2.59948 0.33425
13 C 2.94743 -1.29994 -0.40935
14 C 2.33271 -0.25378 0.11955
15 C 1.66403 -0.39931 1.45082
16 C 0.82174 -1.69099 1.49093
17 C -0.44616 -1.47434 0.68512
18 O -1.30154 -0.65305 0.92179
19 C -2.00983 1.58960 -0.31425
20 N -1.02938 1.74894 -1.15442
21 C -0.07168 2.46167 -0.47662
22 C 1.17334 2.92005 -0.89149
23 C 1.93642 3.61253 0.02631
24 C 1.48560 3.85139 1.32594
25 C 0.24722 3.41561 1.75461
26 C -0.52501 2.72108 0.83837
27 N -1.77839 2.16703 0.90052
28 H -4.01372 1.05612 0.18705
29 H -2.60382 -1.18079 -2.69253
30 H -1.29794 -0.33179 -1.85635
31 H -1.01330 -2.93205 -2.24210
32 H -2.28756 -3.10256 -1.00819
33 H 1.52464 -3.76281 1.48312
34 H 3.60386 -2.54054 1.19777
35 H 3.26060 -3.42404 -0.29954
36 H 3.44514 -1.25572 -1.36441
37 H 2.29095 0.70614 -0.36828
38 H 2.42542 -0.45742 2.23445
39 H 1.02208 0.45579 1.66399
40 H 0.53818 -1.89272 2.52735
41 H 1.51530 2.74128 -1.89857
42 H 2.90915 3.98161 -0.26302
43 H 2.11992 4.39561 2.00937
44 H -0.10380 3.60795 2.75739
45 H -2.35918 2.08616 1.71787

Computed properties:
Highest occupied orbital energy in eV: -8.85
E_LUMO in eV: 0.54
Total energy in Ha: -1217.7363
Energy relative to the best compared isomer or geometry (same formula, charge and spin) in kcal per mole: 8.8
Total charge: 0
M in g/mol: 362.39
SMILES: N#C[C@@H](C(=O)CCN1C(=O)[C@H]2CC=CC[C@H]2C1=O)c1nc2ccccc2[nH]1
Frontier orbital gap in eV: 9.39

***

No. 4
Formula: C20H18O4
Source: the Open Molecules 2025 dataset
Level of theory: ωB97M-V/def2-TZVPD

Cartesian coordinates (Å):
1 C 1.00951 4.12266 1.91591
2 O 0.62411 3.86282 3.24692
3 C 1.48963 2.95566 3.91353
4 C 1.33421 1.57283 3.35624
5 C 2.28799 0.90585 2.70499
6 C 2.00751 -0.45884 2.18501
7 O 2.87052 -1.29863 2.05640
8 C 0.58247 -0.71473 1.81476
9 C 0.27864 -1.60837 0.80301
10 C -1.05078 -1.82095 0.43871
11 C -1.39424 -2.75013 -0.70620
12 C -0.97181 -2.16540 -2.03601
13 C -1.78557 -1.25980 -2.70983
14 C -1.38198 -0.69384 -3.90713
15 C -0.15007 -1.01358 -4.47621
16 C 0.28989 -0.39467 -5.77218
17 C 0.65857 -1.92192 -3.80424
18 C 0.25198 -2.49240 -2.60495
19 C -2.05598 -1.14721 1.12421
20 C -1.75715 -0.25682 2.15378
21 O -2.77898 0.35085 2.83692
22 C -0.42785 -0.02855 2.50543
23 C -0.01040 0.92597 3.57346
24 O -0.64429 1.16103 4.57352
25 H 2.06935 4.39295 1.85301
26 H 0.81569 3.27243 1.25432
27 H 0.42213 4.96966 1.56680
28 H 1.18676 2.97267 4.95846
29 H 2.52658 3.29209 3.81527
30 H 3.28204 1.31059 2.55790
31 H 1.07778 -2.13183 0.29416
32 H -2.47049 -2.91582 -0.70505
33 H -0.88344 -3.70353 -0.57024
34 H -2.75168 -0.98137 -2.30519
35 H -2.02903 0.00692 -4.42151
36 H 1.21134 -0.84745 -6.13425
37 H -0.47133 -0.51551 -6.54394
38 H 0.46481 0.67708 -5.66366
39 H 1.61679 -2.19307 -4.22993
40 H 0.89676 -3.20849 -2.10949
41 H -3.09900 -1.30498 0.87955
42 H -3.14097 1.07586 2.31774

Computed properties:
Highest occupied orbital energy in eV: -9.01
E_LUMO in eV: -0.79
Total energy in Ha: -1073.8612
Energy relative to the best compared isomer or geometry (same formula, charge and spin) in kcal per mole: 46.8
Total charge: 0
M in g/mol: 322.36
SMILES: COCC1=CC(=O)c2cc(Cc3ccc(C)cc3)cc(O)c2C1=O
Frontier orbital gap in eV: 8.22